(1)
C13H12BrCuN4O9S as an isolated structure, computed with wB97M-V/def2-TZVPD.

As for the largest force on an atom: 0.153 eV/Å. The calculation puts the energy at -163566.408 eV. Its net charge is +1. The value obtained for the highest occupied orbital energy (alpha / beta) is -12.28 / -12.31 eV. Its expectation value of S² is 0.753. As for the spin multiplicity: 2. The HOMO-LUMO gap (alpha / beta) is 8.479 / 7.195 eV.

Positions of all 41 atoms, in Å:
N -1.805 0.833 0.393
C -4.545 1.118 0.304
C 3.749 3.242 3.309
H 3.528 -2.244 0.465
N 1.412 3.449 0.471
C 3.101 3.676 2.181
O 0.508 1.074 2.008
H 5.044 -0.310 -1.486
H 3.247 -1.188 1.886
C -2.485 0.672 -0.742
O 0.827 2.653 -0.280
C 1.532 1.788 2.345
H -4.367 1.531 2.423
Br -1.353 0.233 -2.190
H -4.355 0.661 -1.801
C 2.251 1.434 3.511
O -5.864 1.243 0.193
C 3.969 -0.399 -1.644
H 3.868 1.769 4.877
O 2.438 -0.777 4.076
O 1.520 4.615 0.210
H 3.435 4.569 1.673
H -6.277 1.463 1.038
O 5.452 3.570 4.804
S 3.154 0.026 -0.122
N 1.770 0.232 4.211
C 3.340 2.102 3.994
C 3.751 -1.283 0.925
C -2.484 1.139 1.508
N 4.915 3.991 3.803
C 2.021 2.948 1.698
O 0.750 0.330 4.845
Cu 0.130 0.598 0.198
C -3.840 0.798 -0.862
O 1.687 -0.342 -0.404
H -1.887 1.258 2.402
O 5.261 4.961 3.166
C -3.850 1.287 1.505
H 3.648 0.315 -2.398
H 3.695 -1.415 -1.925
H 4.824 -1.149 1.059

Cartesian forces, eV/Å:
0.045 0.017 0.040
-0.007 -0.002 0.009
-0.002 -0.035 0.038
-0.001 -0.002 -0.025
-0.063 -0.006 -0.010
-0.052 0.001 -0.004
0.079 -0.090 -0.095
-0.001 -0.004 -0.014
0.018 0.014 0.028
-0.007 0.003 -0.001
0.028 -0.024 0.039
-0.044 0.047 0.075
-0.004 -0.001 -0.004
-0.001 -0.003 -0.002
-0.004 0.000 0.002
-0.004 -0.002 -0.002
0.005 -0.001 -0.006
0.038 0.019 0.002
0.004 0.012 0.001
-0.012 0.020 -0.001
0.042 0.006 0.033
-0.001 0.003 -0.019
-0.003 0.001 0.004
-0.027 0.021 0.007
-0.029 0.028 0.036
-0.005 -0.055 -0.061
-0.013 0.058 0.001
-0.052 -0.029 -0.003
-0.019 0.001 -0.024
0.062 -0.064 -0.050
0.087 0.021 -0.051
0.012 0.018 0.026
-0.052 -0.030 -0.043
0.014 0.001 -0.011
-0.007 0.027 0.054
0.004 -0.003 0.008
-0.027 0.021 0.014
0.010 0.007 0.008
-0.005 -0.008 -0.004
-0.010 0.000 0.008
0.003 0.013 -0.002



(2)
C8H10NiO5 as an isolated structure at a distorted geometry, computed with wB97M-V/def2-TZVPD.

As for the largest force on an atom: 9.582 eV/Å. The calculation puts the energy at -59715.854 eV. Its net charge is +2. The value obtained for the highest occupied orbital energy (alpha / beta) is -18.41 / -18.11 eV. Its expectation value of S² is 2.054. As for the spin multiplicity: 3. The HOMO-LUMO gap (alpha / beta) is 9.123 / 6.186 eV.

Positions of all 24 atoms, in Å:
C -1.767 0.205 -0.160
O 0.015 1.367 2.482
C -0.080 1.180 1.354
C 1.844 0.398 -0.234
Ni -0.013 0.554 -0.334
C -0.003 -0.430 -2.129
H 0.961 -2.237 0.478
H 0.736 -3.684 3.146
H 0.904 -0.063 -2.643
H -0.899 -1.295 2.121
H -0.850 -3.331 3.843
C 0.026 -1.701 -1.544
O -2.897 -0.022 -0.014
H -0.899 -2.911 1.284
H -0.929 -0.097 -2.636
O 2.894 -0.002 0.007
O 0.020 3.184 -1.601
H 0.437 -2.118 3.941
C -0.340 -2.242 1.976
C 0.000 -2.894 3.310
H 0.947 -2.298 -1.558
O 0.926 -1.846 1.367
H -0.906 -2.261 -1.396
C -0.211 2.184 -1.074

Cartesian forces, eV/Å:
-9.291 -2.233 0.709
-0.550 -0.490 -4.128
1.002 1.673 8.024
6.637 -2.077 1.173
0.884 -1.851 -0.121
0.235 -1.779 -1.942
0.298 -0.303 0.669
-0.062 0.077 0.048
-0.375 -0.243 0.427
-0.060 -0.658 0.085
-0.057 0.192 -0.309
-0.211 0.440 -1.999
5.303 1.128 -0.650
0.320 0.395 0.464
0.312 -0.156 0.604
-3.859 1.793 -1.096
-1.392 -4.153 2.318
0.077 -0.221 0.120
-0.442 -0.233 0.282
0.076 0.231 -0.152
-0.138 0.432 0.436
-0.537 0.798 -1.313
0.267 0.320 0.354
1.564 6.916 -4.003



(3)
A 2-piece molecular cluster, C2H2FO2S overall at a distorted geometry, computed with wB97M-V/def2-TZVPD.

As for the largest force on an atom: 2.971 eV/Å. The calculation puts the energy at -19751.911 eV. Its net charge is -1. The value obtained for the highest occupied orbital energy (alpha / beta) is -2.38 / -3.13 eV. The HOMO-LUMO gap (alpha / beta) is 5.227 / 6.374 eV.

Positions of all 8 atoms, in Å:
C -1.263 -1.213 -0.480
S 2.141 1.176 -0.116
O 2.404 2.610 -0.142
H -2.065 -1.964 -0.497
C -1.144 -0.039 0.149
H -0.461 -1.685 -0.923
F -2.161 0.613 0.853
O 2.550 0.502 1.156

Cartesian forces, eV/Å:
-2.546 0.145 1.374
0.387 -0.857 2.819
-0.281 -0.623 -0.158
-0.707 0.581 0.335
1.856 0.896 -0.409
2.236 -0.198 -0.917
-0.292 -1.138 -0.514
-0.652 1.193 -2.530



(4)
An isolated ion of composition C4H9N2OS and charge -1 at a distorted geometry, computed with wB97M-V/def2-TZVPD.

As for the largest force on an atom: 1.803 eV/Å. The calculation puts the energy at -20158.208 eV. Its net charge is -1. The value obtained for the highest occupied orbital energy is -2.67 eV. Its SMILES is NCC(=O)NCC[S-]. The HOMO-LUMO gap is 6.176 eV.

Positions of all 17 atoms, in Å:
H -3.188 0.623 -0.700
N 0.275 -0.693 -0.841
C 2.484 -0.209 0.185
C -1.458 0.528 0.376
S 3.594 -0.614 1.582
H -3.030 1.926 0.399
H 2.909 -0.453 -0.793
O -1.467 0.146 -1.989
C -0.894 -0.033 -0.920
C 1.130 -0.898 0.327
H 0.682 -0.888 -1.742
H 1.205 -1.977 0.557
H 0.637 -0.549 1.241
H 2.275 0.855 0.312
N -2.857 0.959 0.189
H -1.424 -0.139 1.216
H -0.872 1.417 0.601

Cartesian forces, eV/Å:
-0.111 0.569 -0.256
-0.256 0.160 0.116
-0.294 -0.166 1.078
-1.336 1.121 -0.456
0.003 -0.217 -0.196
0.044 0.014 -0.480
0.081 0.197 -0.017
-0.214 -0.004 -0.060
0.422 -0.218 0.078
-0.126 -0.581 0.716
0.021 -0.139 -0.040
0.404 0.253 -0.518
0.082 0.339 -0.372
0.094 0.158 -0.712
0.381 -0.934 0.654
0.393 -0.502 0.233
0.413 -0.052 0.230



(5)
A 2-piece molecular cluster, C4H3I overall at a distorted geometry, computed with wB97M-V/def2-TZVPD.

As for the largest force on an atom: 2.748 eV/Å. The calculation puts the energy at -12289.698 eV. The value obtained for the highest occupied orbital energy (alpha / beta) is -9.34 / -9.34 eV. The HOMO-LUMO gap (alpha / beta) is 6.811 / 6.723 eV.

Positions of all 8 atoms, in Å:
C -0.012 -0.695 0.059
C -0.618 0.224 1.107
H -0.211 -0.062 2.132
I 1.330 0.142 -3.584
H 0.692 -1.640 0.047
C 0.178 0.312 -0.847
C 0.309 1.160 0.248
H -1.668 0.560 0.838

Cartesian forces, eV/Å:
1.504 -1.538 -0.433
-0.256 -0.756 -0.644
-1.194 1.002 -1.014
-1.056 0.184 2.531
-1.682 1.788 0.675
0.667 1.281 -1.275
0.791 -0.943 -1.177
1.225 -1.018 1.337



(6)
A 4-piece molecular cluster, C19H42N3O7S3 overall at a distorted geometry, computed with wB97M-V/def2-TZVPD.

As for the largest force on an atom: 1.026 eV/Å. The calculation puts the energy at -71681.801 eV. Its net charge is +1. The value obtained for the highest occupied orbital energy is -11.87 eV. The HOMO-LUMO gap is 6.369 eV.

Positions of all 74 atoms, in Å:
O -4.057 -0.965 3.294
H 8.668 1.293 -0.453
H 0.757 1.970 1.748
C -2.032 -1.669 5.801
H -0.141 -0.839 5.081
H -1.720 -2.063 6.766
H -0.554 -2.391 -2.868
H 2.338 2.280 1.568
H 7.106 3.077 -0.437
H 1.728 1.025 -4.078
C 0.911 -0.152 -2.455
H 2.827 -1.014 2.928
C -6.552 -1.769 -1.743
S 5.548 1.305 -0.714
H -6.668 -2.832 -1.542
C 8.117 1.378 -1.391
C 6.400 -0.261 -0.812
H 6.652 2.824 -2.140
H 3.152 0.557 0.145
H -4.459 0.913 -2.158
C -1.145 -0.501 5.345
N 2.247 0.112 0.380
H -0.832 -0.457 -1.325
H -7.878 -0.785 -0.330
H 1.363 -1.030 -2.003
C -1.374 0.975 -2.815
H 2.457 1.184 -1.852
H -6.763 0.989 -1.609
N 1.681 1.699 2.103
C 1.979 0.411 1.733
H -2.180 0.699 -3.479
H 8.303 -0.776 -1.725
H -1.664 1.239 4.116
C 7.549 0.006 -1.781
H -4.223 -1.880 5.855
C 1.408 1.035 -1.652
H -1.040 0.217 6.159
H -1.795 1.471 -1.948
O 1.178 0.780 -0.241
H -7.169 -1.477 -2.592
C 1.464 -0.011 -3.889
H -1.981 -2.482 5.073
H -6.342 -1.313 0.357
H 5.709 -1.030 -1.152
C -6.167 0.471 -0.855
O 4.533 1.354 -1.744
N 1.960 -0.583 2.633
H -6.118 1.115 0.021
H -1.552 -0.290 3.204
C -6.812 -0.882 -0.529
H -3.587 -0.447 6.707
H 2.393 -0.561 -3.947
O -4.255 1.118 4.677
H 1.072 -0.865 3.028
H -2.131 -1.703 -2.789
H 6.766 -0.498 0.187
C -3.452 -1.114 5.856
O -4.725 -1.304 -3.607
S -4.850 -1.437 -2.178
C 6.929 2.333 -1.209
O 5.168 1.572 0.662
O -4.001 -2.339 -1.437
C -1.840 0.167 4.151
C -4.765 0.187 -1.409
H 0.888 1.953 -1.887
H -4.021 0.135 -0.615
H -1.108 -1.325 -4.190
H 8.807 1.757 -2.142
H -0.734 1.710 -3.288
C -0.603 -0.288 -2.374
H 0.788 -0.388 -4.638
H 7.172 0.037 -2.805
S -3.603 -0.126 4.372
C -1.126 -1.503 -3.123

Cartesian forces, eV/Å:
-0.043 0.067 -0.073
-0.012 0.003 0.008
-0.030 0.254 0.604
0.017 0.039 -0.118
0.020 0.004 0.064
-0.004 0.001 0.007
0.239 -0.193 -0.153
-0.336 0.049 -0.223
-0.125 0.031 0.012
-0.186 0.230 -0.370
-0.016 0.391 -0.520
-0.318 -0.701 -0.574
-0.227 0.014 0.168
0.694 -0.034 -0.193
0.105 -0.030 -0.080
-0.028 -0.104 0.055
0.174 -0.172 -0.103
-0.129 -0.046 0.013
0.059 -0.293 -0.476
0.083 -0.076 -0.059
-0.082 -0.028 0.005
0.827 0.100 0.599
-0.046 -0.051 0.300
-0.007 -0.006 -0.003
-0.025 -0.291 0.099
0.418 -0.250 0.481
0.272 0.146 0.250
0.003 -0.019 -0.018
-0.911 0.093 -0.395
0.193 -0.430 0.046
-0.225 0.098 -0.260
-0.005 -0.013 0.008
-0.128 0.024 -0.055
-0.015 0.143 -0.058
-0.073 0.064 -0.082
0.168 -0.818 -0.268
0.005 0.005 0.000
-0.246 0.183 0.158
0.048 0.929 -0.192
0.043 -0.010 -0.042
0.214 0.086 0.786
-0.030 -0.017 0.015
-0.010 -0.016 -0.004
-0.101 0.079 0.042
-0.030 -0.033 -0.008
-0.080 -0.027 0.272
0.158 0.023 0.034
0.012 0.003 0.003
-0.168 -0.037 -0.038
0.114 0.025 0.023
-0.039 0.037 -0.027
0.256 -0.184 -0.202
-0.069 -0.017 -0.147
0.309 0.514 0.767
-0.340 -0.058 -0.234
-0.022 0.041 0.024
0.183 -0.172 0.153
0.204 -0.106 0.032
-0.388 0.129 0.058
0.333 0.099 0.037
-0.546 -0.099 -0.068
0.115 -0.020 -0.100
0.478 -0.002 0.115
-0.126 0.288 0.162
-0.281 0.218 0.112
0.017 -0.107 -0.022
-0.089 -0.189 -0.272
-0.010 0.025 -0.006
0.080 0.100 -0.424
-0.330 0.018 -0.003
-0.171 0.019 -0.241
-0.014 -0.040 0.004
-0.072 0.040 0.156
0.289 0.079 0.443



(7)
A 2-piece molecular cluster, C2H3ClN4 overall at a distorted geometry, computed with wB97M-V/def2-TZVPD.

As for the largest force on an atom: 2.744 eV/Å. The calculation puts the energy at -20602.342 eV. The value obtained for the highest occupied orbital energy is -9.85 eV. Its SMILES is N=C=NCl.N=C=N. The HOMO-LUMO gap is 9.831 eV.

Positions of all 10 atoms, in Å:
H 0.220 0.159 1.010
N -2.620 0.503 0.138
H 3.182 0.193 -1.578
N 1.008 -0.353 0.638
C 1.704 -0.180 -0.301
Cl -1.225 2.984 2.699
N -1.276 1.586 1.770
H -2.870 -0.454 0.130
C -2.094 1.169 0.981
N 2.310 -0.153 -1.346

Cartesian forces, eV/Å:
0.402 0.234 -0.134
-0.026 0.983 -1.004
1.681 0.804 -0.085
-1.377 -0.738 2.256
0.720 0.692 -1.591
-0.380 -0.111 -0.019
1.383 1.130 0.787
-0.615 -0.641 0.297
-0.445 -1.406 -0.109
-1.343 -0.948 -0.398



(8)
A 2-piece molecular cluster, C5H14N2 overall, computed with wB97M-V/def2-TZVPD.

As for the largest force on an atom: 0.277 eV/Å. The calculation puts the energy at -8390.677 eV. Its net charge is -1. The value obtained for the highest occupied orbital energy (alpha / beta) is 1.28 / -5.23 eV. Its expectation value of S² is 0.750. As for the spin multiplicity: 2. The HOMO-LUMO gap (alpha / beta) is 2.422 / 8.832 eV.

Positions of all 21 atoms, in Å:
C -0.733 -1.306 -1.312
H 0.801 1.407 -0.611
H 2.394 3.270 -0.241
H 2.710 1.992 0.909
C 0.653 2.080 0.239
C 0.004 1.292 1.368
H 0.617 0.435 1.653
N -0.528 -1.846 -0.091
C -1.608 -2.363 0.731
H -0.950 0.870 1.050
H -1.271 -3.237 1.288
H -0.164 -0.597 -2.953
H -1.786 -1.109 -1.506
H 1.865 3.451 1.432
C 1.971 2.738 0.614
H 0.431 -2.023 0.153
H -0.155 1.904 2.255
N 0.222 -1.029 -2.120
H -1.993 -1.628 1.446
H -2.436 -2.682 0.097
H -0.045 2.836 -0.128

Cartesian forces, eV/Å:
0.117 -0.042 0.204
0.098 -0.018 0.055
0.000 0.081 -0.009
-0.004 -0.056 0.100
-0.166 -0.111 -0.171
0.061 -0.125 -0.117
0.094 0.039 0.068
-0.191 0.076 -0.187
0.137 0.090 -0.003
-0.077 0.052 0.064
0.008 -0.088 0.054
-0.010 -0.022 0.007
-0.026 -0.045 -0.100
-0.063 0.013 0.082
0.140 -0.070 -0.187
-0.048 -0.086 0.064
-0.048 0.065 0.060
0.042 0.135 -0.086
0.044 0.032 0.039
-0.074 -0.044 -0.009
-0.035 0.126 0.071